Record 1
ORCA calculation (ωB97M-V/def2-TZVPD) on an isolated molecule of C3H6OS2 in a non-equilibrium geometry.

**SMILES**: O[C@H]1[C@@H](S)[C@H]1S
**Energy above the lowest of the compared OMol25 structures with the same formula, charge and spin**: 36.2 kcal per mole
**HOMO energy**: -8.94 eV
**Orbital gap**: 0.354 Ha
**Lowest unoccupied orbital energy**: 0.687 eV

The geometry in XYZ format:
```
12
Properties=species:S:1:pos:R:3:forces:R:3
C -0.280 -0.716 0.687 -0.2280 0.0979 0.2560
C 0.780 0.320 0.529 1.1810 0.5362 0.7459
H -1.096 1.274 1.218 0.3019 -0.2360 -0.0777
O -0.380 -1.678 -0.294 -0.0810 -0.3938 0.0875
H 1.621 -1.111 -1.133 0.1697 1.2338 0.1367
H -0.210 1.560 -1.631 1.5353 0.4835 -1.0179
S -1.351 1.216 -1.162 -1.5645 -0.6129 0.6852
H -0.473 -1.051 1.697 -0.0345 -0.2415 0.0006
H -1.125 -1.463 -0.866 -0.0395 0.0968 -0.1744
S 1.867 0.236 -0.862 0.1946 -1.1673 -0.4532
H 1.301 0.704 1.419 -0.4055 -0.3720 -0.3788
C -0.654 0.708 0.397 -1.0297 0.5754 0.1900
```
Positions in Å, forces in eV/Å.

***

Record 2
ORCA calculation (ωB97M-V/def2-TZVPD) on a structure of composition C13H17IrN4O7P2S2Si in a non-equilibrium geometry.

**Energy above the lowest of the compared OMol25 structures with the same formula, charge and spin**: 16.7 kcal per mole
**Charge**: -2
**HOMO energy**: -1.64 eV
**Orbital gap**: 0.227 Ha
**Lowest unoccupied orbital energy**: 4.529 eV

The geometry in XYZ format:
```
47
Properties=species:S:1:pos:R:3:forces:R:3
N 3.058 3.256 -4.038 -0.0389 0.0202 -0.0212
H 4.026 -1.445 0.382 0.0078 -0.0041 -0.0249
H 2.998 -3.290 -2.062 0.0031 0.0050 0.0024
S 0.357 1.932 -1.897 -0.1024 0.2192 0.0173
Si 1.732 -1.853 -0.454 -0.0415 0.0255 -0.0310
H -4.671 -0.766 -1.547 0.0008 0.0003 -0.0015
C -3.603 -0.847 -1.393 -0.0084 0.0247 0.0097
O -1.004 -1.178 4.132 0.0066 0.0184 0.0105
N 4.925 3.927 -0.538 0.0028 -0.0287 0.0183
H 1.291 -3.208 -2.514 0.0075 -0.0044 -0.0026
C -3.560 1.510 -0.464 0.0117 -0.0238 0.0031
H -1.000 -3.011 -1.794 -0.0057 0.0002 0.0048
C 2.131 -2.626 -2.127 0.0077 -0.0237 0.0036
O -2.404 3.550 3.417 0.0066 -0.0033 -0.0375
H 0.529 -3.846 0.427 -0.0059 0.0063 0.0044
H -4.645 1.419 -0.506 0.0017 0.0043 0.0045
H 2.868 -0.246 1.003 0.0319 -0.0088 -0.0061
H -3.237 2.290 -1.158 0.0124 0.0124 0.0245
H -3.451 -2.845 -2.167 0.0029 -0.0024 0.0002
C -2.908 0.218 -0.837 -0.0013 0.0309 -0.1558
O -0.022 2.726 3.621 -0.0173 -0.0355 -0.0183
H -2.889 -1.400 2.384 0.0528 -0.0468 0.0198
Ir 0.051 1.061 0.214 -1.2287 0.8407 0.5118
O -2.185 -0.959 1.898 -0.0690 0.0477 -0.0102
C 3.886 3.429 -0.575 0.0014 0.0596 -0.0062
C 2.572 2.978 -3.031 0.0860 -0.0355 0.0405
C -2.908 -2.009 -1.738 0.0101 -0.0016 -0.0177
H 2.233 -3.882 0.905 -0.0053 -0.0056 0.0005
C -0.900 -1.007 -0.968 0.1836 -0.1513 0.1095
C -1.552 -2.116 -1.543 -0.0127 -0.0162 -0.0140
H 3.469 -0.108 -0.646 -0.0148 0.0196 0.0155
C 1.959 2.609 -1.791 0.0227 0.0007 0.0859
P -1.160 -0.290 2.963 0.0701 0.0224 0.0981
H 0.588 2.051 3.286 0.0045 0.0381 0.0092
P -1.442 2.575 2.877 0.0039 -0.0517 0.1433
O -1.907 1.073 3.380 -0.0145 0.0541 -0.1617
C 3.165 -0.821 0.124 -0.0136 -0.0771 0.0114
C 1.366 -3.230 0.765 0.0108 -0.0246 0.0183
H 2.354 -1.839 -2.852 -0.0016 0.0007 -0.0006
N 0.364 -0.813 -0.595 0.7044 0.1672 -0.2002
H -3.234 1.827 0.526 -0.0169 0.0013 -0.0004
O 0.070 0.113 2.160 -0.1364 -0.1451 -0.1509
H 1.092 -2.799 1.731 -0.0004 0.0123 -0.0085
C 2.592 2.820 -0.605 -0.2252 -0.0107 -0.0331
S 1.827 2.455 0.922 0.4479 -0.6596 -0.1534
N -1.595 0.113 -0.655 -0.0723 -0.3632 0.3680
O -1.227 2.502 1.379 0.3307 0.0917 -0.4790
```
Positions in Å, forces in eV/Å.

***

Record 3
ORCA calculation (ωB97M-V/def2-TZVPD) on a structure of composition C21H25CdIN8O7S in a non-equilibrium geometry.

**Energy above the lowest of the compared OMol25 structures with the same formula, charge and spin**: 11.3 kcal per mole
**Charge**: -2
**HOMO energy**: -2.56 eV
**Orbital gap**: 0.221 Ha
**Lowest unoccupied orbital energy**: 3.450 eV

The geometry in XYZ format:
```
64
Properties=species:S:1:pos:R:3:forces:R:3
C 12.795 8.142 13.343 1.7771 2.0894 -0.7351
C 8.488 4.350 12.627 -0.2038 -0.2122 1.0069
H 11.884 8.076 7.119 0.7500 -0.1681 -0.9973
Cd 10.732 8.749 10.936 0.4696 -0.4352 -0.6912
C 16.210 6.729 10.631 -0.2102 -0.2114 0.3143
H 12.751 5.779 6.236 0.6190 0.5679 0.0923
C 17.453 8.973 9.753 -1.2857 -0.3542 0.7467
C 15.394 7.848 10.363 2.2421 0.1512 -0.0474
C 6.734 4.575 11.055 -0.9315 0.3255 -0.6612
O 10.495 11.677 7.666 -0.2905 0.4096 0.4939
H 5.819 4.164 10.588 0.5837 0.4215 0.0955
C 8.310 6.469 11.382 0.4428 0.8181 -2.0190
H 15.818 5.782 11.029 -0.0740 0.6439 -0.3213
C 11.739 6.362 8.901 1.9694 -1.4126 -0.5665
H 9.639 8.302 7.670 -0.1478 1.2626 -1.7970
N 10.872 7.083 12.704 0.2458 0.1469 1.0318
C 7.327 3.845 12.057 -0.2443 -1.6291 1.8750
C 11.009 11.070 8.601 0.4217 -1.4888 -0.5815
H 6.790 2.954 12.548 1.0982 1.1968 -1.1467
H 12.172 8.506 5.371 0.1511 -0.1469 0.5141
N 14.116 8.077 13.901 -2.2489 0.6680 -0.0794
O 8.717 7.684 10.959 -1.1964 -2.3483 1.4069
N 18.209 7.898 9.996 0.0225 -0.5115 0.3133
C 10.303 6.487 8.299 1.0200 -1.7696 -0.0848
O 12.204 7.192 9.722 -1.0146 0.5629 0.1607
H 10.938 5.066 6.767 -1.2342 1.5054 -0.2267
N 12.037 7.143 13.456 -0.1288 -1.9046 0.1622
C 7.230 5.813 10.688 0.4478 0.2363 1.1937
H 14.349 5.508 7.587 -1.3828 -1.5024 1.1858
C 10.667 7.090 5.784 -2.1531 0.9374 0.5436
H 8.929 7.827 9.110 1.1777 -0.1903 -0.9260
O 12.426 5.344 8.525 -0.9685 0.8627 0.0881
O 12.791 10.270 7.114 -0.7280 0.7360 -0.0219
H 9.920 8.006 5.807 1.2501 -1.7969 0.0397
N 9.747 7.753 8.454 -1.7624 0.7294 3.2074
N 13.102 6.703 5.953 -2.3724 -0.2915 0.1424
N 14.942 6.046 7.028 2.6534 -0.1659 0.7487
C 10.225 6.006 12.937 0.4721 -1.1591 0.3832
C 14.254 7.084 6.549 -0.0241 1.8579 -1.9778
H 9.200 5.689 6.688 0.3817 0.0090 -0.5563
S 12.491 9.716 12.491 0.1782 -1.1461 0.6800
H 13.550 9.664 7.123 0.8498 -0.4685 -0.4912
H 15.715 6.343 7.612 0.1489 -0.0420 -0.1820
H 15.538 8.449 6.897 -0.5196 -0.0908 -0.3261
H 6.748 6.380 9.941 -0.4646 0.5340 -0.8770
C 17.579 6.830 10.421 0.1996 -0.3491 -0.4353
H 17.990 9.868 9.545 0.3356 0.5578 -0.5398
N 14.640 8.319 6.400 0.8004 -0.2116 1.1466
H 9.005 3.797 13.448 -0.4318 0.3990 -0.8217
I 18.775 4.973 10.671 -0.5545 1.0590 -0.0656
O 13.297 10.537 9.286 0.1203 0.0064 -0.7166
H 14.577 7.203 14.042 -0.1175 -0.4184 -0.1728
C 12.519 10.623 8.353 -0.7867 0.2460 1.9410
H 9.774 5.760 8.972 0.0734 0.3325 -0.8256
C 12.005 7.676 6.074 0.0691 0.7139 0.1661
C 8.971 5.625 12.322 0.4263 0.5391 -0.2868
O 10.480 10.585 9.659 0.1798 0.8650 -0.6072
H 14.641 8.853 13.568 0.6253 0.2022 -0.1133
H 10.572 6.718 4.783 0.0928 -0.3705 -0.7126
C 10.253 6.003 6.792 0.4714 -1.1996 1.4739
C 16.052 9.022 9.900 1.1441 -2.6531 0.3070
H 15.544 9.865 9.561 -1.0994 1.3267 -0.0817
H 10.674 5.179 13.585 -0.3495 1.3901 -0.5130
H 14.359 7.741 10.578 -0.9851 0.3383 -0.2554
```
Positions in Å, forces in eV/Å.

***

Record 4
ORCA calculation (ωB97M-V/def2-TZVPD) on a structure of composition CH4N4 in a non-equilibrium geometry.

**Energy above the lowest of the compared OMol25 structures with the same formula, charge and spin**: 23.1 kcal per mole
**Charge**: +2
**HOMO energy**: -24.08 eV
**Orbital gap**: 0.416 Ha
**Lowest unoccupied orbital energy**: -12.748 eV

The geometry in XYZ format:
```
9
Properties=species:S:1:pos:R:3:forces:R:3
H -1.654 -1.199 -0.334 0.7988 0.0753 0.5121
H -0.021 1.775 -0.661 0.0816 -0.5971 1.0327
N -0.687 -1.200 0.111 -0.4356 -1.8632 -1.4043
N 1.789 -0.114 0.101 -1.1062 -0.1309 -0.0985
H -0.341 -2.247 0.124 0.0695 2.3946 0.6627
N -0.449 1.187 0.117 0.6156 0.9360 -2.2030
N 2.843 0.153 0.039 0.4028 -0.0631 0.0433
H -1.313 1.694 0.397 0.0814 -0.8645 0.8472
C -0.168 -0.050 0.106 -0.5079 0.1128 0.6078
```
Positions in Å, forces in eV/Å.

***

Record 5
ORCA calculation (ωB97M-V/def2-TZVPD) on a cluster of 2 separate species, C11H9BrO in total in a non-equilibrium geometry.

**SMILES**: BrC#Cc1ccccc1.C=C=CO
**Energy above the lowest of the compared OMol25 structures with the same formula, charge and spin**: 37.2 kcal per mole
**HOMO energy**: -8.48 eV
**Orbital gap**: 0.337 Ha
**Lowest unoccupied orbital energy**: 0.676 eV

The geometry in XYZ format:
```
22
Properties=species:S:1:pos:R:3:forces:R:3
C 0.808 0.690 -0.569 0.1812 0.1637 1.7173
C 3.539 0.303 -0.409 1.2198 -0.3988 1.5414
Br -3.254 2.257 -1.022 -0.6313 0.0174 0.0789
H 4.635 0.320 -0.462 -0.2977 -1.0473 0.7220
O -1.973 0.364 2.247 -0.4708 -0.0969 -0.5948
H 2.987 -1.186 1.203 0.7614 0.2207 0.2125
C -1.781 1.326 -0.648 2.2240 0.0738 -0.4072
H -1.538 -0.379 2.649 0.6920 -0.2662 0.4097
H 3.651 1.483 -2.158 0.9422 0.8097 -0.5275
C -2.908 -0.223 1.397 -1.4756 1.4902 2.1089
H 0.657 -0.736 0.992 -0.8614 -0.5956 1.1547
C 2.702 -0.376 0.554 0.1461 0.8739 -1.7425
H -2.707 -3.419 0.200 -0.0935 2.1935 0.5514
C -2.610 -2.291 -0.085 -0.8340 -3.5543 3.5538
C 1.347 -0.144 0.476 0.3020 0.9435 -2.5568
C -2.733 -1.256 0.665 0.0823 -0.7874 -0.3574
H -3.919 0.202 1.573 0.7304 -0.1890 -0.5382
H -2.399 -2.356 -1.044 1.1039 0.8773 -4.6779
C -0.612 1.007 -0.571 -0.4918 0.0828 -0.6099
C 3.061 1.162 -1.350 -1.9081 -1.2538 0.5379
C 1.691 1.331 -1.429 -0.2170 -0.7237 0.7521
H 1.356 1.921 -2.209 -1.1042 1.1666 -1.3283
```
Positions in Å, forces in eV/Å.